Entry 1:
This record from OMol25 describes a 2-piece molecular cluster, C5H7N5O2 overall in a non-equilibrium geometry. The level of theory is wB97M-V/def2-TZVPD.

Output
* total energy: -16837.9484 eV
* E_HOMO: -9.1 eV
* total charge: 0
* relative energy (zero: lowest compared OMol25 entry of this formula, charge and spin): 663.7 kJ/mol

Each line ends with the Löwdin charge.
Geometry (Å):
1 C 2.6261 -2.1311 0.1736  -0.10
2 C 0.6532 -0.6614 -0.0422  -0.35
3 C 1.0121 1.5709 -0.0379  -0.45
4 C -1.2218 0.8301 -0.0670  -0.26
5 C -0.7876 -0.5412 -0.1218  -0.13
6 H 2.7377 -3.2569 -0.2523  0.13
7 H 2.9042 -1.8741 1.3170  0.12
8 H 3.3924 -1.3956 -0.4300  0.12
9 H 2.8497 2.2209 0.6943  0.25
10 H 1.7347 3.6780 0.2087  0.17
11 H -2.9431 2.1149 0.6212  0.16
12 H -3.1166 0.2302 0.4932  0.05
13 N 1.4841 0.2517 0.0881  0.16
14 N 1.9089 2.6033 -0.2587  0.04
15 N -0.3245 1.8474 -0.1389  0.13
16 N -2.5693 1.1173 0.3165  0.12
17 N -1.6446 -1.6327 -0.4044  0.10
18 O 1.2221 -1.8777 0.0374  -0.10
19 O -2.8763 -1.3010 0.0504  -0.16



Entry 2:
This record from OMol25 describes a 4-piece molecular cluster, H9NO3 overall. The level of theory is wB97M-V/def2-TZVPD.

Output
* total energy: -7779.1652 eV
* E_HOMO: -10.7 eV
* total charge: 0
* SMILES: N.O.O.O
* relative energy (zero: lowest compared OMol25 entry of this formula, charge and spin): 0.0 kJ/mol

Each line ends with the Löwdin charge.
Geometry (Å):
1 N 0.6896 0.1656 1.8063  0.02
2 H 0.5530 -0.2060 2.7414  0.03
3 H 0.3560 1.1234 1.8833  0.02
4 H 1.6942 0.2913 1.7616  0.03
5 O -0.0658 2.0902 -0.6516  -0.09
6 H 0.8894 1.9806 -0.5970  0.02
7 H -0.3377 1.3454 -1.2231  -0.01
8 O 0.0588 -1.8938 -0.2710  -0.09
9 H -0.0798 -2.5707 0.3971  0.04
10 H 0.1019 -1.0492 0.2333  0.00
11 O -1.0545 -0.1264 -2.1367  -0.06
12 H -2.0144 -0.1477 -2.1351  0.05
13 H -0.7906 -1.0027 -1.8085  0.02



Entry 3:
This record from OMol25 describes one molecule with the formula C5H12N2O3S in a non-equilibrium geometry. The level of theory is wB97M-V/def2-TZVPD.

Output
* total energy: -25337.4743 eV
* E_HOMO: -9.7 eV
* total charge: 0
* SMILES: CS(=O)(=O)CC[C@H](N)C(N)=O
* relative energy (zero: lowest compared OMol25 entry of this formula, charge and spin): 23.6 kJ/mol

Each line ends with the Löwdin charge.
Geometry (Å):
1 C -3.0232 0.6174 -0.3092  -0.13
2 S -2.1327 1.7638 0.7507  0.63
3 O -1.1822 2.5509 -0.0116  -0.35
4 O -3.1152 2.5958 1.4468  -0.34
5 C -1.2034 0.7810 1.9512  -0.21
6 C -0.6097 -0.5392 1.3497  -0.18
7 C 0.4333 -0.3145 0.2666  -0.33
8 N 0.8815 -1.6570 -0.1898  0.05
9 C 1.6302 0.5306 0.7927  -0.50
10 N 1.8588 1.8257 0.3934  0.15
11 O 2.4216 0.1681 1.6429  0.04
12 H -3.6848 0.0332 0.3422  0.08
13 H -3.6238 1.2381 -0.9508  0.07
14 H -2.3368 -0.0189 -0.9080  0.08
15 H -0.4261 1.4141 2.4414  0.13
16 H -1.8745 0.4714 2.7484  0.10
17 H -1.3917 -1.2339 0.9952  0.12
18 H -0.1156 -1.0352 2.1505  0.11
19 H -0.0070 0.2176 -0.6235  0.14
20 H 1.5553 -2.0665 0.4651  0.08
21 H 1.3572 -1.5741 -1.0890  0.08
22 H 1.0554 2.3517 0.0436  0.07
23 H 2.5611 2.3009 0.9789  0.12